No. 1
Molecular formula: C4H10N3
Method: DFT, wB97M-V/def2-TZVPD

```
17
Properties=species:S:1:pos:R:3:forces:R:3:mulliken_charge:R:1
C -1.740924 0.293191 -0.259371 -1.877 1.874 0.189 -0.52
C -0.729151 -1.128979 1.206038 -1.144 -1.025 -1.808 -0.31
C 0.757254 0.556986 -0.125915 -0.409 1.020 -0.594 0.57
C 2.021823 0.702986 -0.957985 0.169 -3.157 -0.805 -1.44
N -1.703891 -0.079841 1.171965 1.657 1.369 -0.262 -0.40
N -0.423866 0.146910 -0.864118 0.804 -0.849 -0.973 -0.19
N 0.218860 -0.804789 0.005020 4.476 -1.975 -0.144 -0.20
H -2.429262 -0.232674 -0.955231 0.235 -0.044 1.019 0.29
H -2.073372 1.368377 -0.174554 0.489 -0.978 -0.994 0.34
H -0.094031 -1.284264 2.079390 -0.555 -0.032 0.017 0.36
H -1.330599 -1.991934 0.778601 1.327 0.288 1.086 0.32
H 0.538052 1.318598 0.622685 0.360 -0.623 0.535 0.37
H 2.795145 -0.122964 -0.670107 -1.286 1.380 -0.334 0.25
H 2.545040 1.613673 -0.975248 0.314 1.385 0.662 0.37
H 1.749319 0.525037 -2.027295 0.146 -0.101 0.810 0.37
H -1.344889 0.818102 1.579503 -0.482 -1.458 0.359 0.34
H 1.244490 -1.698417 -0.433378 -4.225 2.925 1.236 0.48
```
Positions in Å, forces in eV/Å.

Properties
DFT total energy: -8769.30165 eV
Kohn-Sham gap: 10.24 eV
charge: +1
ΔE to the lowest compared entry with this formula, charge and spin: 5.298 eV
strongest force on any atom: 5.286 eV Å⁻¹
E_HOMO: -15.11 eV

=====

No. 2
Molecular formula: C4H10N3O
Method: DFT, wB97M-V/def2-TZVPD

```
18
Properties=species:S:1:pos:R:3:forces:R:3:mulliken_charge:R:1
C -0.691456 0.143765 1.159453 0.994 2.496 -0.648 0.37
C -0.362775 0.435443 -1.989368 1.005 -3.155 -1.772 -1.16
C 1.699733 -0.150868 -0.509236 -1.067 -1.657 -2.679 -1.09
C 0.187647 -0.473338 -0.880990 0.566 3.118 1.449 0.66
N -0.232443 -1.678253 -0.991088 1.614 -1.620 -1.969 0.28
N -1.269176 -0.552122 2.081666 -0.811 0.679 3.821 -0.38
N -0.430357 1.440491 1.517730 1.160 -0.428 -2.279 -0.42
O -0.537558 -2.648280 -0.426332 -0.907 -0.356 1.416 -0.36
H -1.317245 0.062371 -2.321458 -0.719 0.398 0.348 0.41
H -0.322744 1.390038 -1.626087 -0.278 2.599 0.467 0.36
H 0.238331 0.311236 -2.979144 -0.383 0.322 2.012 0.32
H 2.134504 -0.629315 0.323119 -0.088 -1.058 1.029 0.35
H 1.912934 0.901266 -0.366233 -0.454 0.232 -0.666 0.36
H 2.126931 -0.615370 -1.452187 0.431 1.115 1.104 0.37
H -1.351117 -1.545987 2.036952 -0.221 -0.372 -0.196 0.24
H -1.473548 -0.109276 3.101355 0.523 -1.391 -3.029 0.25
H 0.113044 2.047333 0.806950 -1.428 -1.321 2.189 0.25
H -0.424707 1.670865 2.514898 0.062 0.400 -0.599 0.20
```
Positions in Å, forces in eV/Å.

Properties
DFT total energy: -10815.85597 eV
Kohn-Sham gap (spin up / spin down): 7.42 / 7.76 eV
charge: +1
ΔE to the lowest compared entry with this formula, charge and spin: 5.548 eV
strongest force on any atom: 3.965 eV Å⁻¹
E_HOMO (spin up / spin down): -13.26 / -13.17 eV

=====

No. 3
Molecular formula: C4H10N3O
Method: DFT, wB97M-V/def2-TZVPD

```
18
Properties=species:S:1:pos:R:3:forces:R:3:lowdin_spin:R:1
C -0.725522 -0.923393 -0.995394 4.614 -3.772 -2.810 0.65
C 3.798721 0.180410 0.856794 -2.701 0.765 0.063 0.00
C 0.233018 -1.518385 -1.874210 -0.068 3.796 -1.546 0.14
C -2.882588 1.410516 0.705821 1.898 1.454 1.182 0.07
N -1.592946 -0.427826 -0.376727 -6.863 6.317 4.918 0.41
N 2.747685 -0.384917 0.415246 1.335 -2.498 -1.411 0.00
N -2.520414 0.024622 0.423403 1.153 -1.526 -1.115 0.54
O 1.496235 0.019385 0.765553 0.869 1.465 0.551 0.01
H 3.509235 1.068609 1.496387 1.661 -0.551 -0.249 0.00
H 4.740185 -0.236042 0.470252 -0.341 0.683 0.645 0.00
H -0.218884 -2.344843 -2.294086 -0.344 -2.515 -0.599 0.02
H 1.154436 -1.618992 -1.334180 0.629 -0.529 0.250 0.01
H 0.437699 -0.835490 -2.815002 -0.001 -0.779 1.558 0.06
H -3.961779 1.675461 0.743115 0.531 -0.869 -0.585 0.02
H -2.530737 1.714956 1.809991 -0.337 -0.907 -2.284 0.04
H -2.283043 1.953075 -0.044677 -0.628 0.389 0.553 0.00
H -3.095099 -0.651260 0.893533 -0.439 -1.046 0.543 0.03
H 1.693798 0.894122 1.154181 -0.967 0.125 0.334 0.00
```
Positions in Å, forces in eV/Å.

Properties
⟨S²⟩: 2.01
DFT total energy: -10811.60501 eV
spin multiplicity: 3
Kohn-Sham gap (spin up / spin down): 6.81 / 5.81 eV
charge: +1
ΔE to the lowest compared entry with this formula, charge and spin: 6.040 eV
strongest force on any atom: 10.545 eV Å⁻¹
E_HOMO (spin up / spin down): -9.72 / -13.44 eV

=====

No. 4
Molecular formula: C4H10N3O2
Method: DFT, wB97M-V/def2-TZVPD

```
19
Properties=species:S:1:pos:R:3:forces:R:3:lowdin_spin:R:1
C -0.292955 -0.109156 -0.125626 2.540 -1.075 0.514 0.05
C -1.345030 1.995090 -0.219601 -0.565 1.546 -1.531 0.01
C 0.976211 1.872813 0.259049 3.030 0.679 -0.848 0.00
C 0.047025 -2.718498 -0.488893 -5.050 -6.573 -1.574 0.63
N -0.224057 1.174791 0.260704 -3.688 -0.779 -1.908 0.01
N -1.152320 -0.990376 -0.415915 -1.215 1.943 0.158 0.28
N 0.954804 -2.063498 0.143839 5.866 2.411 3.136 0.60
O 1.001144 -0.721528 -0.104938 0.446 1.194 1.888 0.13
O 1.409933 -2.585335 1.374109 -2.872 0.059 -2.648 0.21
H -1.681791 2.624061 0.534278 -0.184 1.199 1.963 0.00
H -1.135866 2.812031 -1.055074 0.119 -2.393 1.161 0.00
H -2.276518 1.473396 -0.406496 0.258 -0.600 -0.564 0.00
H 1.732249 1.223338 -0.205810 0.160 0.824 0.331 0.00
H 0.891269 2.792992 -0.318493 -0.007 -0.175 -0.197 0.00
H 1.294484 2.184676 1.226107 0.232 -0.022 0.953 0.00
H -0.140264 -2.534688 -1.542195 0.772 -0.445 0.053 0.04
H -0.243784 -3.682591 0.018213 -0.094 1.411 -0.853 0.03
H 2.227518 -2.189293 1.625702 1.506 1.188 0.086 0.01
H -2.042054 -0.558224 -0.558960 -1.254 -0.392 -0.120 0.01
```
Positions in Å, forces in eV/Å.

Properties
⟨S²⟩: 2.01
DFT total energy: -12859.19094 eV
spin multiplicity: 3
Kohn-Sham gap (spin up / spin down): 7.75 / 5.92 eV
charge: +1
ΔE to the lowest compared entry with this formula, charge and spin: 5.672 eV
strongest force on any atom: 8.437 eV Å⁻¹
E_HOMO (spin up / spin down): -10.98 / -13.95 eV

=====

No. 5
Molecular formula: C4H10N3O2S
Method: DFT, wB97M-V/def2-TZVPD

```
20
Properties=species:S:1:pos:R:3:forces:R:3:mulliken_charge:R:1
C 0.723325 0.637497 -2.077969 2.457 -1.325 -1.422 -0.95
N -0.044804 0.350914 -0.851877 1.466 -1.476 0.724 -0.12
N -1.362061 0.246200 -1.020853 -1.714 -1.656 -0.318 -0.06
C -1.986364 -0.765378 -0.402351 2.102 1.948 -0.466 -0.29
N -1.140488 -1.648051 0.153732 -1.910 0.679 -0.746 -0.06
C 0.091338 -1.199720 0.399468 2.106 0.991 -1.714 -0.13
S 0.123215 -0.048834 1.789310 -1.453 2.625 -1.197 1.23
C 1.496742 1.094995 1.514758 -1.424 -1.463 -2.420 -0.85
O 0.404319 -0.751315 2.971972 0.373 -1.339 1.457 -0.62
O -1.179686 0.603519 1.618023 1.610 -0.469 0.601 -0.60
H 1.013995 1.678050 -2.012765 -0.496 0.549 -0.350 0.36
H 1.807940 0.190115 -1.992655 -2.217 0.301 0.109 0.33
H 0.388557 0.340040 -3.175433 0.012 0.465 2.538 0.35
H -1.773124 0.858993 -1.726660 -0.348 -0.374 0.336 0.29
H -3.011817 -0.867454 -0.259487 -1.641 0.052 -0.373 0.43
H -1.508431 -2.531532 0.392579 -0.039 -1.264 0.282 0.21
H 0.867547 -1.969763 0.252185 0.021 0.677 0.365 0.48
H 1.379203 1.730703 2.327305 0.152 1.315 1.510 0.44
H 2.353144 0.449312 1.566949 0.660 0.086 0.088 0.36
H 1.357450 1.601710 0.533768 0.281 -0.320 0.995 0.21
```
Positions in Å, forces in eV/Å.

Properties
structure (SMILES): C/N=[NH+]/C=[NH+]\C=[S@](C)(=O)[O-]
DFT total energy: -23699.54250 eV
Kohn-Sham gap: 9.28 eV
charge: +1
ΔE to the lowest compared entry with this formula, charge and spin: 3.092 eV
strongest force on any atom: 3.230 eV Å⁻¹
E_HOMO: -13.67 eV

=====

No. 6
Molecular formula: C4H10N4
Method: DFT, wB97M-V/def2-TZVPD

```
18
Properties=species:S:1:pos:R:3:forces:R:3:mulliken_charge:R:1
C -2.516201 -1.432642 -0.057347 -4.231 1.295 2.821 -0.25
N -1.609178 -0.615722 0.369267 -2.908 -1.315 -2.194 -0.48
N -0.418846 -0.927858 -0.222939 -3.861 -6.343 -0.045 -0.20
C 0.436143 -0.127788 -0.039242 4.273 6.665 1.088 0.25
C -0.002895 1.297957 0.527548 1.332 2.461 0.017 -0.24
N -0.790193 2.020965 -0.520755 -3.620 1.943 2.834 -0.73
C 1.758245 -0.483337 -0.611947 0.497 1.875 -1.294 -0.53
N 2.776051 -0.593323 0.414127 -2.160 -0.425 3.362 -0.63
H -2.619209 -2.503747 -0.354176 1.487 1.037 -0.695 0.29
H -3.657450 -1.071580 0.227013 2.892 -0.805 -0.438 0.19
H 0.756523 2.207299 0.437710 -0.060 -2.881 1.769 0.28
H -0.664469 1.276965 1.487064 2.010 -0.407 -1.426 0.31
H -1.641324 1.439934 -0.604928 0.131 0.478 -0.403 0.29
H -1.256050 2.897780 0.226719 1.657 -2.970 -3.326 0.30
H 1.717658 -1.427151 -1.080656 -0.919 -1.070 -0.866 0.36
H 1.916447 0.266904 -1.493440 0.522 -0.811 1.755 0.27
H 2.234302 -1.205691 1.315224 2.808 1.915 -3.691 0.28
H 3.580438 -1.018972 -0.019250 0.152 -0.640 0.732 0.24
```
Positions in Å, forces in eV/Å.

Properties
structure (SMILES): C=NN=C(CN)CN
DFT total energy: -10264.59549 eV
Kohn-Sham gap: 9.46 eV
ΔE to the lowest compared entry with this formula, charge and spin: 6.255 eV
strongest force on any atom: 7.992 eV Å⁻¹
E_HOMO: -9.08 eV

=====

No. 7
Molecular formula: C4H10N4
Method: DFT, wB97M-V/def2-TZVPD

```
18
Properties=species:S:1:pos:R:3:forces:R:3:mulliken_charge:R:1
C -2.568753 0.950260 -0.170660 -1.340 -0.309 3.093 -0.65
C -1.770893 -1.272917 -0.003968 0.714 2.519 -0.060 0.02
C 0.703444 -1.048411 0.034043 5.798 0.865 -0.108 0.51
C 1.868550 0.105869 0.352171 -2.421 -1.798 0.117 -0.80
H -3.685929 1.315817 0.405730 3.474 -0.167 -2.795 0.30
H -1.660696 1.427956 0.613051 -2.953 -1.241 -2.263 0.24
H -2.223509 1.028561 -1.310569 -1.415 0.752 2.537 0.31
H -1.700417 -2.315188 -0.341337 0.045 0.246 0.924 0.39
H -0.538466 0.427204 -0.047970 -0.100 -0.465 0.391 0.26
H 2.440326 -1.971852 -0.142387 -4.604 -1.133 -1.121 0.30
H 2.854347 -0.280340 0.174856 0.073 -0.730 0.064 0.35
H 1.747556 0.215262 1.437144 0.132 0.353 -0.101 0.29
H 1.922390 2.016014 0.698464 -0.244 -1.203 -5.164 0.34
H 3.020958 1.317530 -1.208825 -4.474 0.831 2.845 0.29
N -2.841041 -0.580342 -0.063628 1.533 0.765 -0.721 -0.45
N -0.538666 -0.527075 0.317649 -0.257 -2.733 -1.921 -0.28
N 1.256846 -2.173759 -0.335365 1.555 1.455 1.586 -0.77
N 1.713956 1.365419 -0.408398 4.485 1.991 2.697 -0.64
```
Positions in Å, forces in eV/Å.

Properties
DFT total energy: -10262.36215 eV
Kohn-Sham gap: 8.65 eV
ΔE to the lowest compared entry with this formula, charge and spin: 8.489 eV
strongest force on any atom: 5.863 eV Å⁻¹
E_HOMO: -9.06 eV

=====

No. 8
Molecular formula: C4H10N4
Method: DFT, wB97M-V/def2-TZVPD

```
18
Properties=species:S:1:pos:R:3:forces:R:3:mulliken_charge:R:1
H 0.361112 1.511059 -1.758390 -0.888 -0.588 -0.372 0.25
N 0.799997 1.734050 -0.897960 1.145 2.130 -0.868 -0.75
C 0.904197 0.884558 0.001272 1.457 -2.872 3.096 0.17
N 1.911832 1.051299 0.997914 0.175 1.398 -0.624 -0.56
C 0.200633 -0.445084 0.258703 -2.063 1.650 -1.899 0.45
C 0.936538 -1.655049 0.812357 -0.460 -1.244 -0.243 -1.36
C -1.098910 -0.430549 -0.280361 2.483 -2.771 1.112 0.38
N -1.814964 0.716461 -0.531129 0.512 3.472 -2.181 -0.65
N -1.742165 -1.655126 -0.490769 -3.227 2.373 -0.643 -0.48
H 1.600156 0.875630 1.928891 -0.245 -0.409 0.526 0.21
H 2.431613 1.944395 0.985353 -0.619 -0.717 -0.436 0.26
H 0.655386 -2.683039 0.153188 1.229 2.756 1.626 0.28
H 2.035549 -1.292696 0.722165 -1.678 -1.548 0.462 0.43
H 0.610451 -1.923894 1.923701 0.948 0.629 -2.179 0.23
H -1.175929 1.519503 -0.022020 -2.463 -2.126 -2.411 0.41
H -2.038144 0.972405 -1.693645 1.083 -1.027 4.573 0.28
H -2.810910 -1.500182 -0.502048 2.472 -0.846 0.169 0.27
H -1.406945 -2.473215 -0.035415 0.140 -0.258 0.292 0.19
```
Positions in Å, forces in eV/Å.

Properties
structure (SMILES): [H]/N=C(/N)C(C)=C(N)N
DFT total energy: -10268.36772 eV
Kohn-Sham gap: 8.42 eV
ΔE to the lowest compared entry with this formula, charge and spin: 2.483 eV
strongest force on any atom: 4.810 eV Å⁻¹
E_HOMO: -7.67 eV